(1)
The following is a DFT calculation (ωB97M-V/def2-TZVPD) of a structure of composition C37H44AsHfN6OP2Se4Te.

Atoms and positions in Å:
Hf -0.149 -1.713 0.613
Se -2.642 -2.835 0.247
Se -1.955 -4.266 -1.465
Se -0.079 -5.282 -0.545
Se 1.511 -3.539 -0.533
C -3.489 -1.008 5.270
N -2.863 -0.493 4.058
C -3.139 0.887 3.663
C -2.081 -1.246 3.263
N -1.386 -0.763 2.279
N -2.088 -2.605 3.550
C -1.315 -3.593 2.973
N -1.761 -4.850 3.207
N -0.222 -3.328 2.337
H -3.703 -0.172 5.929
H -2.812 -1.675 5.802
H -4.431 -1.524 5.061
H -3.988 1.247 4.237
H -3.402 0.935 2.605
H -2.284 1.541 3.851
H -1.412 0.250 2.248
H -2.905 -2.931 4.039
H -2.742 -4.988 3.393
H -1.362 -5.560 2.610
H 0.160 -4.186 1.940
Te -2.032 2.528 -1.790
C -0.800 3.565 -3.179
C -0.262 4.806 -2.860
C 0.567 5.441 -3.780
N 0.880 4.923 -4.961
C 0.330 3.752 -5.279
C -0.519 3.045 -4.439
C -0.842 0.933 -1.147
P 0.480 0.856 -0.017
C 2.095 1.325 -0.737
C 3.249 0.610 -0.433
C 4.468 0.971 -0.991
C 4.542 2.050 -1.860
C 3.393 2.759 -2.182
C 2.176 2.394 -1.629
C 0.359 2.127 1.300
C 0.468 1.816 2.653
C 0.404 2.807 3.625
C 0.227 4.131 3.255
C 0.134 4.458 1.908
C 0.211 3.469 0.941
P -0.864 -0.696 -1.831
C -2.516 -0.954 -2.575
C -3.653 -0.528 -1.890
C -4.913 -0.696 -2.431
C -5.062 -1.312 -3.667
C -3.943 -1.749 -4.355
C -2.675 -1.565 -3.815
C 0.276 -0.870 -3.242
C 0.866 0.269 -3.781
C 1.775 0.167 -4.824
C 2.108 -1.080 -5.330
C 1.539 -2.224 -4.785
C 0.635 -2.123 -3.740
H -0.485 5.283 -1.915
H 0.999 6.408 -3.549
H 0.580 3.353 -6.255
H -0.937 2.103 -4.769
H 3.179 -0.248 0.223
H 5.360 0.401 -0.764
H 5.491 2.329 -2.298
H 3.439 3.592 -2.872
H 1.283 2.934 -1.913
H 0.627 0.786 2.947
H 0.504 2.547 4.672
H 0.174 4.906 4.008
H 0.011 5.492 1.611
H 0.165 3.744 -0.102
H -3.540 -0.072 -0.913
H -5.786 -0.352 -1.891
H -6.047 -1.446 -4.093
H -4.050 -2.227 -5.320
H -1.808 -1.889 -4.372
H 0.625 1.235 -3.363
H 2.229 1.061 -5.232
H 2.819 -1.164 -6.142
H 1.810 -3.200 -5.168
H 0.207 -3.019 -3.305
C 3.249 -3.506 2.708
As 2.563 -1.749 3.028
C 1.647 -1.729 4.714
C 4.045 -0.547 3.165
O 1.561 -1.139 1.824
H 4.007 -3.708 3.465
H 3.683 -3.544 1.712
H 2.446 -4.236 2.772
H 2.368 -1.841 5.522
H 0.923 -2.539 4.737
H 1.134 -0.773 4.811
H 4.642 -0.804 4.039
H 3.664 0.469 3.251
H 4.657 -0.621 2.267

Results
- total charge = +1
- LUMO energy (eV) = -2.61
- HOMO energy (eV) = -9.3
- frontier orbital gap (eV) = 6.74
- relative energy (zero: lowest compared OMol25 entry of this formula, charge and spin) (eV) = 0.089
- multiplicity = 1

---

(2)
The following is a DFT calculation (ωB97M-V/def2-TZVPD) of the molecule C7H5BrF3N3.

Atoms and positions in Å:
C 2.478 0.069 -0.062
C 1.766 -0.423 1.123
C 1.803 0.724 -0.997
C 0.417 -0.339 1.283
C 0.447 1.158 -0.642
C -1.671 0.285 -0.095
C -2.004 -1.205 0.042
N -0.458 1.080 -1.758
N -1.564 0.695 -1.475
N -0.305 0.552 0.493
F -1.048 -1.942 -0.610
F -2.214 -1.693 1.246
F -3.100 -1.470 -0.646
Br -3.154 1.212 0.680
H 3.492 -0.196 -0.258
H 2.506 -0.957 1.684
H 2.298 0.987 -1.876
H 0.028 -0.803 2.164
H 0.283 2.267 -0.295

Results
- total charge = 0
- LUMO energy (eV) = -0.21
- HOMO energy (eV) = -8.4
- frontier orbital gap (eV) = 8.15
- SMILES string = FC(F)(F)[C@]1(Br)N=N[C@@H]2C=CC=CN21
- relative energy (zero: lowest compared OMol25 entry of this formula, charge and spin) (eV) = 0.107
- multiplicity = 1

---

(3)
The following is a DFT calculation (ωB97M-V/def2-TZVPD) of a structure of composition C2H2N2O3.

Atoms and positions in Å:
C 0.434 -0.119 0.128
C -1.917 0.340 -0.124
N 1.633 -0.788 0.357
N 1.001 1.028 -0.036
O -0.845 -0.477 0.245
O -2.998 -0.030 0.188
O 2.259 0.443 0.036
H -1.635 1.198 -0.729
H 2.068 -1.596 -0.064

Results
- total charge = 0
- LUMO energy (eV) = 0.72
- HOMO energy (eV) = -10.1
- frontier orbital gap (eV) = 10.81
- relative energy (zero: lowest compared OMol25 entry of this formula, charge and spin) (eV) = 4.441
- multiplicity = 1

---

(4)
The following is a DFT calculation (ωB97M-V/def2-TZVPD) of a structure of composition C30H41BF4N6ScSe.

Atoms and positions in Å:
Sc 9.039 8.122 15.503
C 12.575 5.355 15.116
C 11.652 6.455 15.467
N 10.391 6.318 15.725
C 9.694 5.030 15.739
C 8.290 5.264 16.292
N 7.678 6.393 15.593
C 6.299 6.710 16.018
C 5.879 7.956 15.251
N 6.897 8.994 15.482
C 6.788 9.718 16.753
C 7.810 10.826 16.693
N 9.121 10.268 16.349
C 10.252 10.803 16.670
C 10.401 12.053 17.473
C 11.455 10.020 16.240
C 12.779 10.451 16.201
C 13.751 9.589 15.716
C 13.421 8.305 15.350
C 12.120 7.887 15.529
N 11.167 8.749 15.884
H 12.008 4.532 14.694
H 13.130 4.990 15.994
H 13.304 5.672 14.373
H 10.231 4.298 16.347
H 9.718 4.654 14.704
H 8.339 5.499 17.351
H 7.750 4.343 16.153
H 7.648 6.179 14.583
H 6.255 6.877 17.101
H 5.613 5.900 15.760
H 4.895 8.268 15.549
H 5.888 7.677 14.204
H 6.907 9.662 14.689
H 6.986 9.038 17.548
H 5.809 10.171 16.900
H 7.830 11.348 17.651
H 7.544 11.545 15.923
H 10.306 11.777 18.526
H 9.588 12.745 17.233
H 11.348 12.539 17.302
H 13.061 11.451 16.465
H 14.763 9.928 15.625
H 14.182 7.651 14.998
N 8.902 10.928 13.427
C 8.914 10.796 12.013
C 10.085 11.031 11.302
C 10.111 10.823 9.916
C 8.935 10.451 9.266
C 7.763 10.272 9.982
C 7.756 10.428 11.360
H 9.862 10.953 13.770
H 8.478 11.818 13.706
H 10.984 11.364 11.827
H 11.023 10.873 9.343
H 8.973 10.319 8.194
H 6.886 9.935 9.470
H 6.859 10.241 11.936
C 8.823 6.001 6.911
C 8.964 6.418 8.341
C 10.163 6.921 8.816
C 10.314 7.297 10.155
C 11.632 7.776 10.660
C 9.238 7.122 11.044
Se 9.541 7.376 12.975
C 8.015 6.634 10.582
C 6.865 6.451 11.530
C 7.876 6.307 9.225
H 9.716 6.296 6.329
H 7.964 6.461 6.452
H 8.718 4.917 6.827
H 11.008 7.031 8.155
H 12.338 7.979 9.849
H 12.101 6.984 11.254
H 11.507 8.673 11.270
H 6.569 7.422 11.987
H 7.165 5.814 12.362
H 5.987 6.015 11.056
H 6.939 5.855 8.844
F 8.756 7.861 17.483
B 9.020 8.082 19.016
F 9.665 6.947 19.363
F 7.779 8.245 19.552
F 9.765 9.233 19.047

Results
- total charge = +1
- LUMO energy (eV) = -3.84
- HOMO energy (eV) = -9.7
- frontier orbital gap (eV) = 5.81
- relative energy (zero: lowest compared OMol25 entry of this formula, charge and spin) (eV) = 0.000
- multiplicity = 1

---

(5)
The following is a DFT calculation (ωB97M-V/def2-TZVPD) of a cluster of 14 separate species, C7H40O14 in total.

Atoms and positions in Å:
C -0.749 0.061 3.446
O -1.252 -1.120 2.804
C -0.801 1.394 2.652
C 0.351 2.377 2.914
C 1.625 1.861 2.175
C 2.555 1.150 2.773
C 1.577 2.314 0.720
C 1.910 1.195 -0.273
H -1.666 0.226 4.171
H 0.285 -0.140 3.893
H -1.934 -0.734 2.179
H -0.841 1.158 1.640
H -1.733 1.974 3.030
H 0.253 3.335 2.455
H 0.528 2.485 4.059
H 3.288 0.592 2.174
H 2.589 0.918 3.816
H 0.694 2.799 0.290
H 2.553 2.981 0.684
H 2.443 0.435 0.336
H 2.653 1.653 -0.849
H 1.182 0.650 -0.877
H -4.525 -0.780 -1.797
H -3.277 -1.370 -1.416
O -4.193 -1.316 -1.088
H 0.663 -1.723 0.878
H -0.216 -2.105 2.005
O 0.498 -2.516 1.420
H 3.799 0.513 -2.610
H 4.611 -0.158 -1.453
O 4.660 0.563 -2.068
H -1.201 -2.431 -2.795
H -1.824 -2.453 -4.159
O -2.097 -2.438 -3.280
H -2.643 2.277 -1.148
H -2.349 3.663 -1.444
O -1.826 2.847 -1.338
H 1.518 -2.317 -0.864
H 3.019 -2.548 -0.849
O 2.352 -2.050 -1.360
H 1.711 -2.384 -3.053
H 0.621 -3.241 -3.514
O 1.117 -2.484 -3.812
H -0.871 -2.499 -0.444
H -0.295 -1.242 -1.137
O -0.440 -2.214 -1.269
H -1.968 0.188 -2.773
H -1.141 0.624 -1.544
O -1.857 0.024 -1.802
H 2.253 -2.699 1.684
H 3.844 -2.762 1.741
O 3.084 -2.582 1.195
H 1.232 0.443 -3.173
H 0.729 -0.695 -4.041
O 0.475 0.173 -3.670
H -4.030 -0.362 0.066
H -3.788 0.293 1.461
O -3.354 0.141 0.632
H -2.858 3.248 1.246
H -3.274 1.988 0.500
O -3.671 2.820 0.860

Results
- total charge = 0
- LUMO energy (eV) = 0.16
- HOMO energy (eV) = -9.7
- frontier orbital gap (eV) = 9.87
- relative energy (zero: lowest compared OMol25 entry of this formula, charge and spin) (eV) = 3.038
- multiplicity = 1

---

(6)
The following is a DFT calculation (ωB97M-V/def2-TZVPD) of a structure of composition C40H33IN4O5PV.

Atoms and positions in Å:
V -0.590 1.069 -0.336
N -0.242 2.737 -1.682
C 0.062 2.269 -3.050
C -0.508 0.878 -3.318
O -0.604 0.456 -4.475
N -0.796 0.242 -2.190
C -1.316 -1.103 -2.232
C -1.677 -1.520 -0.806
O -2.389 -2.486 -0.591
O -1.159 -0.755 0.109
H 0.605 3.164 -1.285
H -1.015 3.393 -1.682
H -0.293 2.962 -3.813
H 1.148 2.200 -3.137
H -2.196 -1.200 -2.877
H -0.590 -1.832 -2.622
C -4.966 1.793 -0.710
C -3.682 1.260 -0.857
N -2.648 1.673 -0.153
C -2.823 2.657 0.780
C -4.086 3.269 0.972
C -5.155 2.811 0.204
C -4.180 4.322 1.935
C -3.095 4.701 2.647
C -1.816 4.055 2.499
C -0.703 4.386 3.266
C 0.487 3.656 3.060
C 0.531 2.668 2.118
N -0.527 2.310 1.338
C -1.703 3.009 1.556
H -5.776 1.410 -1.313
H -3.484 0.478 -1.580
H -6.132 3.261 0.337
H -5.137 4.810 2.080
H -3.168 5.503 3.372
H -0.760 5.175 4.004
H 1.376 3.865 3.638
H 1.440 2.108 1.946
I 1.237 -0.977 2.716
C 1.582 -2.916 3.415
C 1.301 -3.073 4.747
C 1.596 -4.264 5.434
C 2.227 -5.268 4.771
C 2.537 -5.142 3.395
C 3.238 -6.203 2.774
C 3.562 -6.144 1.456
C 3.121 -5.045 0.699
C 2.417 -3.992 1.235
P 1.638 -2.813 0.013
C 1.177 -4.026 -1.293
C 1.939 -4.329 -2.419
C 1.485 -5.254 -3.350
C 0.267 -5.891 -3.164
C -0.505 -5.584 -2.052
C -0.061 -4.649 -1.131
C 3.116 -2.070 -0.765
C 4.433 -2.268 -0.366
C 5.482 -1.700 -1.081
C 5.226 -0.940 -2.211
C 3.912 -0.720 -2.608
C 2.867 -1.264 -1.881
C 2.165 -3.980 2.651
H 0.865 -2.247 5.290
H 1.349 -4.351 6.484
H 2.509 -6.184 5.277
H 3.512 -7.058 3.382
H 4.111 -6.945 0.977
H 3.307 -5.052 -0.367
H 2.891 -3.836 -2.578
H 2.088 -5.472 -4.224
H -0.089 -6.608 -3.893
H -1.474 -6.048 -1.917
H -0.697 -4.367 -0.301
H 4.649 -2.881 0.501
H 6.502 -1.863 -0.754
H 6.044 -0.504 -2.771
H 3.694 -0.110 -3.477
H 1.846 -1.058 -2.182
C 3.706 1.222 0.396
C 2.411 1.691 -0.235
O 2.347 2.845 -0.686
O 1.468 0.826 -0.250
H 4.295 2.077 0.725
H 4.276 0.671 -0.351
H 3.508 0.539 1.222

Results
- total charge = -1
- LUMO energy (spin up / spin down) (eV) = 2.28 / 2.22
- HOMO energy (spin up / spin down) (eV) = -2.9 / -5.3
- frontier orbital gap (spin up / spin down) (eV) = 5.21 / 7.51
- relative energy (zero: lowest compared OMol25 entry of this formula, charge and spin) (eV) = 0.038
- multiplicity = 4

---

(7)
The following is a DFT calculation (ωB97M-V/def2-TZVPD) of a cluster of 2 separate species, C3H8N2 in total.

Atoms and positions in Å:
C -1.348 -3.954 0.122
N -1.229 -2.720 0.362
H -1.947 -4.249 -0.763
H -0.913 -4.802 0.680
H -1.224 -2.537 1.369
C 0.701 3.036 -1.174
C 0.698 2.568 0.084
N 1.275 1.323 0.522
H 0.986 2.453 -2.041
H 0.200 3.960 -1.384
H -0.021 3.061 0.747
H 1.133 0.716 -0.287
H 0.495 1.067 1.134

Results
- total charge = 0
- LUMO energy (eV) = 1.02
- HOMO energy (eV) = -8.8
- frontier orbital gap (eV) = 9.77
- SMILES string = C=CN.C=N
- relative energy (zero: lowest compared OMol25 entry of this formula, charge and spin) (eV) = 3.583
- multiplicity = 1

---

(8)
The following is a DFT calculation (ωB97M-V/def2-TZVPD) of a structure of composition C20H23F3N4O3S.

Atoms and positions in Å:
C -4.596 -1.396 0.902
H -5.074 -2.308 0.648
H -3.576 -1.580 1.317
H -5.174 -0.757 1.419
C -4.293 -0.912 -0.672
N -3.602 0.389 -0.174
C -3.119 1.188 -0.971
O -3.160 1.228 -2.463
C -2.265 2.468 -0.592
N -1.131 1.838 0.349
C -1.169 2.514 1.677
O -2.087 3.130 2.003
C 0.095 1.747 2.409
H -0.132 1.075 3.069
C 1.424 1.782 1.703
C 1.891 0.358 2.069
O 1.659 -0.553 2.853
N 2.877 -0.066 1.108
C 3.439 0.685 -0.192
N 3.033 1.815 -0.421
C 3.574 2.016 -1.839
C 4.224 1.105 -2.131
S 4.331 -0.244 -1.179
H 4.813 1.031 -3.040
H 3.462 3.157 -2.433
H 3.324 -0.939 1.172
H 2.178 2.249 2.331
H 1.453 2.274 0.758
H 0.028 2.656 3.412
C -0.415 0.781 -0.143
C -0.354 -0.297 0.386
C 0.258 -1.488 -0.306
C 0.878 -1.285 -1.424
C 0.715 -0.237 -2.118
C 0.066 0.888 -1.485
H 0.069 2.099 -1.969
H 1.181 0.016 -3.255
H 1.342 -2.142 -1.643
C 0.414 -2.737 0.542
F 0.046 -3.695 -0.186
F -0.285 -2.986 1.749
F 1.558 -2.899 1.196
H -0.911 -0.592 1.436
H -2.897 2.928 0.162
H -1.887 3.123 -1.360
H -3.284 0.650 0.736
C -3.388 -1.783 -1.338
H -3.904 -2.717 -1.583
H -2.538 -1.872 -0.955
H -3.321 -1.110 -2.255
C -5.575 -0.299 -1.307
H -6.163 -1.191 -1.534
H -6.013 0.386 -0.749
H -5.283 0.069 -2.090

Results
- total charge = 0
- LUMO energy (eV) = 0.18
- HOMO energy (eV) = -8.5
- frontier orbital gap (eV) = 8.66
- relative energy (zero: lowest compared OMol25 entry of this formula, charge and spin) (eV) = 18.553
- multiplicity = 1

---

(9)
The following is a DFT calculation (ωB97M-V/def2-TZVPD) of a structure of composition C10H14BN7O3V.

Atoms and positions in Å:
C -1.688 -1.914 0.321
N -0.457 -1.415 0.189
N 0.418 -2.349 -0.421
C -0.320 -3.455 -0.603
C -1.679 -3.257 -0.135
B 1.869 -1.847 -0.739
N 1.742 -0.629 -1.782
N 0.923 0.458 -1.371
C 0.956 1.424 -2.322
C 1.719 0.950 -3.397
C 2.195 -0.315 -3.004
V 0.377 0.027 0.247
N 2.450 -1.199 0.610
N 1.791 -0.056 1.153
C 2.270 0.285 2.357
C 3.296 -0.615 2.625
C 3.379 -1.479 1.518
H 1.874 1.110 2.903
H 4.071 -2.270 1.342
H 3.894 -0.616 3.514
H 2.615 -2.678 -1.116
H 2.845 -1.001 -3.542
H 0.125 -4.344 -1.034
H 1.884 1.482 -4.337
H -2.485 -3.984 -0.117
H 0.459 2.376 -2.151
H -2.494 -1.360 0.697
H -0.668 3.972 2.099
C -1.680 4.308 1.788
H -1.552 4.134 0.644
H -5.180 0.874 0.952
H -2.238 3.352 1.992
O -5.121 3.320 -0.685
N -5.202 2.639 0.292
O -5.385 2.897 1.474
O -5.004 1.173 0.037

Results
- total charge = +2
- LUMO energy (spin up / spin down) (eV) = -8.56 / -8.42
- HOMO energy (spin up / spin down) (eV) = -15.6 / -16.5
- frontier orbital gap (spin up / spin down) (eV) = 7.05 / 8.08
- relative energy (zero: lowest compared OMol25 entry of this formula, charge and spin) (eV) = 1.783
- multiplicity = 4